No. 1
{
  "formula": "C8H14NO",
  "method": "ωB97M-V with the def2-TZVPD basis set",
  "symbols": ["C", "C", "C", "C", "C", "C", "C", "C", "N", "O", "H", "H", "H", "H", "H", "H", "H", "H", "H", "H", "H", "H", "H", "H"],
  "xyz": [[1.203, 0.570, -0.436], [0.001, 1.155, -0.179], [1.553, -0.781, -0.219], [-1.280, 0.694, 0.413], [0.844, -1.787, 0.649], [2.824, -1.255, -0.804], [-1.994, 1.857, 1.061], [-2.220, 0.031, -0.598], [-1.138, 0.027, 1.761], [-1.976, -0.819, 1.948], [1.962, 1.055, -1.038], [-0.145, 2.194, -0.695], [0.488, -2.705, 0.195], [0.045, -1.330, 1.310], [1.649, -2.110, 1.308], [3.466, -0.381, -0.675], [2.559, -1.342, -1.860], [3.416, -2.226, -0.546], [-2.944, 1.646, 1.642], [-2.257, 2.481, 0.188], [-1.268, 2.227, 1.801], [-2.892, -0.522, 0.043], [-1.719, -0.760, -1.221], [-2.702, 0.711, -1.332]],
  "lowdin_charge": [-0.014, 0.102, -0.165, -0.568, 0.020, -0.019, -0.041, 0.007, -0.012, 0.035, 0.128, 0.185, 0.121, 0.071, 0.116, 0.103, 0.124, 0.153, 0.134, 0.110, 0.108, 0.083, 0.106, 0.113],
  "homo_energy_ev": -13.17,
  "charge": 1,
  "lumo_energy_ev": -6.3
}

No. 2
{
  "formula": "C2F12N4NaO16S8",
  "method": "ωB97M-V with the def2-TZVPD basis set",
  "symbols": ["Na", "N", "S", "O", "O", "F", "S", "O", "O", "F", "N", "S", "O", "O", "F", "S", "O", "O", "F", "N", "S", "O", "O", "F", "S", "O", "O", "F", "C", "F", "F", "F", "S", "O", "O", "N", "S", "O", "O", "C", "F", "F", "F"],
  "xyz": [[0.588, 0.212, -0.051], [-0.203, 2.459, 0.517], [0.442, 3.901, 0.811], [-0.450, 4.965, 1.319], [1.631, 4.204, 0.026], [1.140, 3.435, 2.192], [-1.302, 2.946, -0.624], [-0.793, 3.509, -1.858], [-2.570, 3.377, -0.096], [-1.685, 1.474, -1.136], [0.755, -0.614, 2.212], [1.887, -0.134, 3.351], [3.169, 0.306, 2.880], [1.863, -0.809, 4.631], [1.156, 1.218, 3.732], [1.156, -2.105, 2.244], [0.750, -2.969, 3.359], [2.400, -2.416, 1.561], [0.062, -2.656, 1.183], [-3.327, -0.115, 1.834], [-4.833, 0.407, 1.439], [-5.918, -0.547, 1.682], [-5.100, 1.374, 0.390], [-5.025, 1.295, 2.796], [-3.215, -1.178, 0.712], [-3.919, -1.038, -0.543], [-3.065, -2.531, 1.194], [-1.704, -0.820, 0.238], [0.158, -3.233, -2.270], [1.294, -3.639, -1.709], [-0.287, -4.104, -3.143], [-0.774, -3.001, -1.364], [0.455, -1.507, -3.184], [1.089, -1.971, -4.407], [-0.827, -0.820, -3.357], [1.357, -0.575, -2.072], [2.725, -0.413, -2.817], [3.443, -1.629, -2.998], [2.662, 0.461, -3.973], [3.571, 0.618, -1.440], [4.902, 0.648, -1.561], [3.113, 1.879, -1.475], [3.231, 0.136, -0.229]],
  "lowdin_charge": [0.332, -0.276, 0.534, -0.312, -0.306, -0.226, 0.529, -0.284, -0.273, -0.194, -0.262, 0.532, -0.275, -0.290, -0.187, 0.471, -0.304, -0.294, -0.212, -0.245, 0.552, -0.339, -0.293, -0.245, 0.456, -0.288, -0.291, -0.227, -0.656, 0.145, 0.155, 0.137, 0.696, -0.331, -0.300, -0.313, 0.541, -0.299, -0.304, -0.616, 0.129, 0.124, 0.110],
  "homo_energy_ev": -2.85,
  "charge": -3,
  "lumo_energy_ev": 5.6
}

No. 3
{
  "formula": "C20H19ClN4SSi",
  "method": "ωB97M-V with the def2-TZVPD basis set",
  "symbols": ["C", "C", "N", "N", "C", "N", "C", "S", "C", "C", "C", "Si", "C", "C", "C", "C", "C", "C", "C", "C", "C", "C", "C", "C", "Cl", "N", "C", "H", "H", "H", "H", "H", "H", "H", "H", "H", "H", "H", "H", "H", "H", "H", "H", "H", "H", "H"],
  "xyz": [[-4.691, 0.121, -1.807], [-4.405, -1.226, -1.240], [-5.330, -2.177, -1.226], [-4.828, -3.173, -0.515], [-3.626, -2.932, -0.066], [-3.300, -1.650, -0.496], [-2.240, -0.901, 0.077], [-2.293, 0.686, 0.769], [-0.585, 0.598, 1.050], [0.221, 1.655, 1.358], [0.721, 2.748, 1.547], [1.898, 3.988, 1.127], [2.331, 4.720, 2.746], [1.009, 5.405, 0.263], [3.611, 3.733, 0.298], [-0.130, -0.674, 0.756], [-1.096, -1.493, 0.121], [-0.731, -2.900, -0.319], [0.659, -3.113, -0.707], [1.706, -3.357, 0.237], [3.043, -3.270, -0.107], [3.407, -2.996, -1.417], [2.461, -2.918, -2.418], [1.103, -2.890, -2.017], [-0.086, -2.408, -3.177], [-1.423, -3.872, 0.123], [-2.715, -3.748, 0.730], [-3.657, 0.578, -2.125], [-5.111, 0.753, -1.049], [-5.334, 0.063, -2.686], [2.899, 3.998, 3.310], [2.776, 5.640, 2.557], [1.479, 4.909, 3.315], [0.121, 5.832, 0.687], [1.707, 6.174, 0.249], [0.921, 5.150, -0.801], [4.182, 4.639, 0.366], [3.582, 3.229, -0.670], [4.174, 2.938, 0.886], [0.910, -1.009, 0.750], [1.580, -3.472, 1.335], [3.716, -3.610, 0.646], [4.485, -3.012, -1.661], [2.791, -2.700, -3.455], [-3.179, -4.739, 0.903], [-2.733, -3.318, 1.754]],
  "lowdin_charge": [-0.028, -0.322, 0.058, 0.042, -0.278, 0.066, -0.458, 1.153, -0.531, -0.116, -0.035, 0.440, -0.196, -0.173, -0.164, -0.018, -0.199, -0.230, -0.206, -0.031, -0.092, -0.091, -0.092, -0.585, 0.725, 0.149, -0.137, 0.111, 0.063, 0.081, 0.040, 0.013, 0.016, 0.033, -0.003, 0.036, 0.022, 0.019, 0.049, 0.128, 0.133, 0.099, 0.117, 0.120, 0.131, 0.144],
  "homo_energy_ev": -8.74,
  "charge": 0,
  "lumo_energy_ev": -0.3,
  "smiles": "Cc1nnc2n1-c1sc(C#C[Si](C)(C)C)cc1C(c1ccccc1Cl)=NC2"
}

No. 4
{
  "formula": "C32H55N4OP2V",
  "method": "ωB97M-V with the def2-TZVPD basis set",
  "symbols": ["C", "C", "C", "C", "C", "H", "H", "H", "N", "P", "P", "C", "H", "H", "C", "H", "C", "C", "C", "C", "C", "H", "H", "H", "C", "H", "H", "H", "C", "H", "H", "H", "C", "H", "H", "H", "C", "H", "H", "H", "C", "H", "H", "H", "C", "H", "H", "H", "C", "H", "H", "H", "C", "H", "H", "H", "C", "H", "H", "H", "C", "H", "H", "H", "C", "H", "H", "H", "V", "C", "O", "N", "C", "C", "C", "C", "C", "H", "H", "H", "H", "H", "H", "H", "H", "H", "N", "C", "C", "N", "C", "H", "H", "H", "H"],
  "xyz": [[2.240, -1.255, -1.728], [1.297, 0.709, -2.667], [3.190, -1.332, -2.746], [2.099, 0.516, -3.830], [3.064, -0.466, -3.835], [3.966, -2.066, -2.674], [1.947, 1.218, -4.663], [3.724, -0.548, -4.683], [1.303, -0.301, -1.664], [0.548, -2.383, 0.172], [0.035, 2.366, -0.819], [2.207, -2.303, -0.594], [2.513, -3.291, -0.984], [2.956, -2.026, 0.179], [0.580, 1.954, -2.396], [0.199, 2.532, -3.341], [-1.633, 3.375, -0.834], [1.514, 3.510, -0.702], [-0.430, -3.514, -0.993], [0.862, -3.203, 1.835], [-2.765, 2.540, -0.228], [-2.564, 2.303, 0.822], [-3.697, 3.126, -0.274], [-2.934, 1.604, -0.764], [-1.500, 4.637, 0.030], [-1.195, 4.386, 1.056], [-0.805, 5.374, -0.390], [-2.486, 5.127, 0.092], [-2.012, 3.717, -2.264], [-2.932, 4.332, -2.248], [-1.254, 4.312, -2.793], [-2.220, 2.796, -2.827], [1.593, 4.025, 0.731], [1.439, 3.209, 1.460], [2.609, 4.427, 0.893], [0.868, 4.829, 0.932], [2.803, 2.742, -1.028], [2.957, 1.891, -0.360], [2.839, 2.393, -2.062], [3.639, 3.438, -0.899], [1.359, 4.626, -1.758], [0.918, 4.289, -2.711], [0.780, 5.494, -1.394], [2.373, 4.984, -2.014], [-0.491, -3.577, 2.455], [-0.313, -3.982, 3.463], [-1.142, -2.696, 2.552], [-1.026, -4.347, 1.883], [1.569, -2.205, 2.768], [2.533, -1.864, 2.368], [0.948, -1.329, 2.990], [1.770, -2.720, 3.721], [1.768, -4.447, 1.706], [2.662, -4.253, 1.095], [2.110, -4.723, 2.717], [1.238, -5.315, 1.296], [-0.106, -3.186, -2.462], [0.925, -3.458, -2.726], [-0.777, -3.775, -3.111], [-0.254, -2.121, -2.692], [-1.928, -3.260, -0.743], [-2.221, -2.245, -1.038], [-2.519, -3.965, -1.352], [-2.208, -3.400, 0.311], [-0.123, -5.002, -0.776], [0.950, -5.222, -0.883], [-0.487, -5.377, 0.191], [-0.652, -5.576, -1.558], [-0.065, -0.054, -0.109], [1.270, 0.440, 0.956], [2.211, 0.769, 1.672], [-1.698, -0.315, -1.571], [-1.857, 0.212, -2.623], [-2.316, 0.296, -4.045], [-1.666, 1.374, -4.948], [-1.878, -1.048, -4.599], [-3.799, 0.531, -3.796], [-1.803, 2.402, -4.602], [-0.588, 1.189, -5.078], [-2.149, 1.296, -5.944], [-2.166, -1.858, -3.915], [-2.329, -1.226, -5.579], [-0.774, -1.053, -4.710], [-4.265, 1.081, -4.624], [-4.261, -0.462, -3.659], [-3.963, 1.114, -2.857], [-2.047, 0.920, 3.542], [-2.939, -0.079, 3.143], [-2.470, -0.562, 1.960], [-1.297, 0.120, 1.628], [-1.078, 1.017, 2.599], [-2.090, 1.494, 4.381], [-3.805, -0.349, 3.720], [-2.871, -1.320, 1.318], [-0.259, 1.737, 2.672]],
  "lowdin_charge": [-0.340, -0.321, -0.046, -0.056, -0.064, 0.104, 0.118, 0.109, -0.026, 1.097, 1.079, -0.244, 0.095, 0.104, -0.336, 0.097, -0.627, -0.661, -0.648, -0.663, -0.103, 0.060, 0.098, 0.042, -0.091, 0.078, 0.063, 0.096, -0.089, 0.105, 0.082, 0.039, -0.097, 0.057, 0.094, 0.062, -0.078, 0.069, 0.074, 0.096, -0.075, 0.060, 0.073, 0.095, -0.083, 0.100, 0.059, 0.066, -0.094, 0.078, 0.066, 0.097, -0.079, 0.079, 0.094, 0.063, -0.087, 0.089, 0.099, 0.044, -0.104, 0.030, 0.098, 0.062, -0.090, 0.085, 0.069, 0.097, 0.362, -0.281, 0.047, 0.141, -0.116, -0.546, -0.034, -0.038, -0.020, 0.065, 0.076, 0.108, 0.082, 0.106, 0.102, 0.101, 0.104, 0.090, 0.087, -0.050, -0.115, -0.053, -0.162, 0.169, 0.119, 0.100, 0.136],
  "s_squared": 3.77,
  "spin_multiplicity": 4,
  "homo_energy_ev": [-8.74, -8.71],
  "charge": 1,
  "lumo_energy_ev": [-1.8, -3.1]
}